DFT (ωB97M-V/def2-TZVPD) results for a molecular structure, C29H38N4O2P2Pd.

```
76
Properties=species:S:1:pos:R:3:forces:R:3
Pd -0.522 -2.046 0.405 0.0344 -0.0374 0.4880
C -0.580 3.075 4.742 -0.3443 -0.2938 0.1042
C -1.031 2.328 3.717 -0.1640 0.5396 0.9841
C -0.608 2.321 2.266 -0.3177 -0.3770 -0.1390
C 0.615 1.461 1.900 -0.1193 -0.0498 0.5628
C 1.965 2.073 2.248 -0.5241 -0.2204 0.0344
C 2.214 3.238 2.863 0.5408 -0.6890 -0.5441
C 1.307 4.276 3.458 0.3620 0.8576 0.3204
C 0.621 3.974 4.814 0.1259 0.1378 -0.5950
C 1.008 -2.796 1.486 0.9554 -0.8881 0.8240
H -1.163 3.063 5.684 0.4326 -0.3489 -0.5823
H -1.909 1.699 3.940 0.3950 0.3461 -0.1437
H -0.519 3.337 1.854 -0.0125 -0.4298 0.0877
H -1.475 1.857 1.777 0.2864 0.1155 -0.0611
H 0.526 0.505 2.448 0.0268 0.2124 -0.1466
H 0.515 1.168 0.828 0.4577 0.3381 0.3080
H 2.799 1.387 2.056 -0.0154 0.4969 -0.1882
H 3.276 3.530 2.922 -0.4561 -0.4823 0.2546
H 0.540 4.641 2.761 0.4076 0.0467 0.2002
H 2.019 5.099 3.661 -0.7419 -0.0075 -0.1530
H 1.349 3.554 5.526 -0.1908 0.0458 -0.1534
H 0.325 4.951 5.231 -0.0133 -0.3789 -0.0349
H 1.072 -2.053 2.285 0.1847 0.0016 -0.3306
H 1.981 -2.942 1.005 -0.2905 -0.3689 0.3626
H 0.530 -3.703 1.882 0.3596 -0.1068 -0.1812
P 1.369 -1.594 -0.987 1.5285 -0.3919 -1.5868
P -2.119 -0.868 -0.808 -1.8268 1.8895 -3.5865
N 2.737 -0.230 -1.286 0.8362 0.2437 -0.0883
N 2.061 -2.726 -2.188 -0.3487 0.0363 0.7136
N -2.038 0.894 -1.439 -0.0421 0.1013 0.7842
N -3.692 -1.147 -1.638 0.0629 -0.7789 0.3778
C 0.263 -0.781 -2.147 -0.2707 0.4030 -0.4744
C -1.081 -1.515 -2.199 -0.0073 0.0981 -0.0434
C 3.856 -0.055 -0.483 -2.0108 -0.5260 -0.9485
C 4.780 0.770 -1.146 -0.1234 0.8927 -2.2439
C 4.238 1.054 -2.426 1.4299 -0.0183 1.7851
C 2.994 0.429 -2.482 -0.1896 -0.7666 1.2086
C 2.470 -4.028 -1.907 0.4543 -0.2523 -1.1173
C 3.038 -4.581 -3.053 -0.5304 0.8377 0.8403
C 3.006 -3.582 -4.072 -0.5730 0.6624 0.9809
C 2.405 -2.461 -3.522 0.2260 -0.6393 -0.1300
C -2.305 2.045 -0.703 -0.0730 -1.7125 -0.6080
C -2.183 3.164 -1.526 0.4457 -0.0179 -1.8662
C -1.852 2.699 -2.832 -0.3825 0.6431 1.3730
C -1.766 1.315 -2.751 -0.2911 -0.6963 0.6670
C -4.339 -0.423 -2.658 0.3314 -0.1896 0.2371
C -5.236 -1.257 -3.312 0.6473 -0.8729 0.7705
C -5.136 -2.547 -2.692 0.1876 0.8110 -0.2395
C -4.182 -2.457 -1.692 -0.0281 1.0463 -0.0730
H 0.682 -0.716 -3.145 -0.0287 -0.0524 -0.0439
H 0.167 0.242 -1.774 -0.0387 -0.0141 -0.0635
H -1.626 -1.382 -3.136 0.1196 -0.0529 -0.0265
H -0.954 -2.603 -2.040 -0.0714 0.3828 -0.2662
H 3.919 -0.560 0.471 0.0315 0.1087 0.0215
H 5.722 1.110 -0.757 0.1007 -0.0142 0.0531
H 4.681 1.620 -3.229 0.0934 0.0918 0.0894
H 2.309 0.385 -3.309 -0.0183 0.2090 0.0669
H 2.303 -4.443 -0.928 0.0222 -0.1060 0.0324
H 3.423 -5.578 -3.168 0.0136 -0.0825 0.1480
H 3.362 -3.667 -5.089 -0.0438 0.0029 0.1255
H 2.178 -1.526 -4.006 0.0377 -0.1928 0.0098
H -2.618 1.975 0.327 0.0537 0.0608 -0.0957
H -2.303 4.190 -1.226 -0.0852 0.0476 0.0801
H -1.693 3.269 -3.740 -0.0444 0.0034 0.2810
H -1.498 0.617 -3.532 -0.1023 0.1198 0.1616
H -4.149 0.623 -2.828 -0.1256 -0.0042 0.1909
H -5.874 -0.977 -4.137 0.0196 0.0019 0.1771
H -5.697 -3.431 -2.953 0.0242 0.0640 0.0652
H -3.812 -3.178 -0.978 -0.1440 -0.1347 -0.0780
C -1.333 -1.741 4.636 -0.1270 -0.2301 0.5782
O -0.731 -1.557 3.321 -0.7524 -0.4855 -1.3665
C -1.528 -1.713 2.220 -1.5122 0.9316 3.2416
O -2.740 -1.693 2.266 1.7004 -0.3777 -0.5059
H -2.007 -0.906 4.882 0.2088 -0.3703 -0.2199
H -0.480 -1.757 5.333 -0.3552 0.1386 -0.3848
H -1.850 -2.720 4.712 0.1927 0.6920 -0.2815
```
Positions in Å, forces in eV/Å.

Total energy = -62777.594 eV
Max |F| = 0.0865 Eh/bohr
Net charge = +2
ΔE to the lowest compared entry with this formula, charge and spin = 0.0 kJ/mol
2S+1 = 5
HOMO-LUMO gap (alpha / beta) = 6.2 / 3.7 eV

Results of the Löwdin charge analysis, in e, for atoms 1 through 8: 0.456 -0.093 -0.099 -0.211 -0.194 -0.102 -0.092 -0.197